50
Properties=species:S:1:pos:R:3:forces:R:3 method="wB97M-V/def2-TZVPD" largest_force_ev_per_a=1.33 orbital_gap_ha=0.308 relative_energy_kj_mol=0.0 smiles="O=C(CCSc1nc(-c2ccco2)cc(C(F)(F)F)n1)NCCN1CCOCC1" total_energy_ha=-1841.065979 e_lumo_ha=-0.014
O 2.93389 0.91941 -1.02595 0.321 -0.357 0.291
C 2.19822 1.62572 -1.68153 -0.058 0.494 -0.619
N 1.18506 2.34471 -1.15183 -0.349 0.265 0.143
H 0.52419 2.78670 -1.77268 0.189 -0.060 -0.065
C 0.83812 2.28787 0.24979 -0.082 -0.306 0.220
C -0.20524 1.19934 0.53439 0.207 0.157 -0.038
N -0.55570 1.15127 1.93918 -0.024 -0.018 -0.037
C -1.56724 2.13206 2.30058 0.030 -0.021 0.363
C -1.77251 2.09794 3.81503 0.003 0.328 -0.247
H -2.56724 2.78388 4.11258 0.089 0.020 -0.020
O -2.16848 0.82076 4.25338 -0.200 -0.013 0.039
C -1.21779 -0.14543 3.87846 0.171 -0.327 -0.269
C -1.00565 -0.16390 2.36428 -0.023 0.024 0.368
H -0.23840 -0.90029 2.11442 -0.022 -0.038 -0.012
H -1.95243 -0.44783 1.87140 0.043 -0.034 0.001
H -1.60217 -1.10580 4.22602 0.086 0.022 -0.018
H -0.25547 0.06668 4.36858 -0.061 -0.058 -0.027
H -0.83189 2.38628 4.30855 -0.085 0.023 -0.032
H -1.22874 3.12628 2.00665 -0.063 0.048 0.001
H -2.52628 1.91713 1.79682 0.037 0.046 -0.009
H -1.09171 1.35683 -0.10653 0.052 -0.071 0.011
H 0.24875 0.24365 0.26481 -0.044 0.061 -0.022
H 1.74792 2.05375 0.80547 -0.119 0.100 0.014
H 0.47023 3.26875 0.55589 0.067 -0.022 0.030
C 2.37252 1.82010 -3.18498 0.047 -0.224 0.110
C 1.59574 0.78080 -3.98480 -0.437 0.112 0.012
H 1.83774 -0.22803 -3.65581 0.080 0.055 -0.159
H 1.79296 0.89468 -5.04992 0.008 -0.059 0.022
S -0.21773 0.95913 -3.80386 0.238 0.297 -0.633
C -0.56118 -0.24166 -2.59830 -0.072 -0.326 0.438
N 0.43840 -0.95411 -2.11243 0.227 -0.199 0.175
C 0.15480 -1.87438 -1.19306 -0.939 -0.061 0.051
C -1.17301 -2.10759 -0.78904 0.194 0.155 -0.193
C -2.12165 -1.27782 -1.35370 0.360 -0.118 0.018
N -1.83820 -0.33857 -2.24339 -0.226 0.137 -0.151
C -3.57347 -1.33691 -0.93680 -0.602 -0.022 0.239
F -3.83701 -2.40462 -0.16782 0.227 -0.186 0.046
F -3.91236 -0.25740 -0.21236 0.187 0.163 -0.031
F -4.41118 -1.39133 -1.97380 0.171 0.022 -0.207
H -1.41610 -2.86253 -0.06226 -0.055 -0.048 0.084
C 1.26526 -2.56598 -0.60170 1.266 0.360 -0.211
C 2.61226 -2.27918 -0.64742 -0.976 -0.046 -0.066
C 3.24001 -3.25065 0.15344 -0.339 -0.494 0.297
C 2.24147 -4.05548 0.62456 0.916 0.102 0.063
O 1.04802 -3.64966 0.18382 -0.596 -0.006 -0.041
H 2.25996 -4.91883 1.26096 -0.106 -0.109 0.066
H 4.28694 -3.34082 0.35594 0.208 -0.074 0.091
H 3.05994 -1.44512 -1.14768 0.038 0.218 -0.149
H 3.43325 1.69552 -3.41118 -0.024 0.076 0.081
H 2.06321 2.82466 -3.47619 0.041 0.014 -0.017